Density functional theory data (ωB97M-V/def2-TZVPD) for a 2-piece molecular cluster, C4H12N2O overall in a non-equilibrium geometry.

relative energy (zero: lowest compared OMol25 entry of this formula, charge and spin)	145.68	kcal/mol
E_HOMO (alpha / beta)	-6.58 / -6.58	eV
energy	-9364.8767	eV
gap between HOMO and LUMO (alpha / beta)	6.322 / 6.320	eV
LUMO (alpha / beta)	-0.0094 / -0.0095	Ha

Structure (XYZ):
```
19
C4H12N2O | OMol25 | ωB97M-V/def2-TZVPD
C 0.0427 -2.3609 0.6846
C -1.5155 1.7148 0.3070
C 0.1639 -1.3479 -0.5289
C 2.4651 1.6029 -0.1288
N -0.0687 0.0401 -0.0760
N -1.3548 0.3988 -0.0756
O 1.7127 1.4775 -1.1238
H 0.9102 -2.0560 1.3519
H -1.0105 -2.4057 0.8924
H 0.4551 -3.4397 0.3727
H -1.0963 1.9683 1.3161
H -0.8081 2.3879 -0.3322
H -2.5338 1.9718 0.2008
H 1.0996 -1.1632 -1.0039
H -0.6139 -1.5162 -1.2639
H 2.1709 2.3278 0.5914
H 3.2741 0.8862 -0.0726
H 0.5533 0.1232 0.7962
H 0.3897 0.7474 -0.7677
```

natural (NBO) atomic charge list, values in e, 6 entries: -0.64 -0.42 -0.21 0.19 -0.35 -0.55

***

Density functional theory data (ωB97M-V/def2-TZVPD) for C21H16ClGaNO2S3 as an isolated structure.

relative energy (zero: lowest compared OMol25 entry of this formula, charge and spin)	0.00	kcal/mol
E_HOMO (alpha / beta)	-0.32 / -1.71	eV
total charge	-2
⟨S²⟩	0.78
energy	-125029.3861	eV
multiplicity	2
gap between HOMO and LUMO (alpha / beta)	5.157 / 6.542	eV
LUMO (alpha / beta)	0.1776 / 0.1774	Ha

Structure (XYZ):
```
45
C21H16ClGaNO2S3 | OMol25 | ωB97M-V/def2-TZVPD
Ga 0.2774 0.2064 0.0600
S -1.6145 1.6434 0.5476
C -1.0993 2.4166 2.0285
C -1.9455 3.3514 2.6386
C -1.6066 3.9993 3.8151
C -0.3878 3.7226 4.4239
C 0.4645 2.7994 3.8378
C 0.1373 2.1383 2.6525
S 1.2955 0.9842 2.0020
H -2.8933 3.5641 2.1576
H -2.2922 4.7170 4.2529
H -0.1027 4.2176 5.3456
H 1.4174 2.5728 4.3029
Cl -2.4205 -2.5475 3.3870
C -1.6176 -1.4727 2.1957
C -1.6685 -1.9948 0.7597
O -2.3672 -2.9409 0.4458
O -0.9128 -1.3324 -0.0510
H -0.5925 -1.3333 2.5275
H -2.1134 -0.5046 2.2285
C 2.1389 -4.8541 1.8384
C 2.2779 -4.8212 0.4546
C 2.2081 -3.6259 -0.2367
C 1.9987 -2.4078 0.4316
C 1.8664 -2.4553 1.8243
C 1.9282 -3.6592 2.5109
N 1.8368 -1.2092 -0.2607
C 2.6270 -0.9141 -1.3131
C 1.9940 0.0333 -2.3255
C 2.9556 0.5834 -3.3303
C 4.1851 0.0379 -3.5051
C 4.6623 -0.9973 -2.6626
C 3.8951 -1.4187 -1.5686
H 2.1762 -5.7941 2.3760
H 2.4217 -5.7444 -0.0970
H 2.2927 -3.6165 -1.3158
H 1.7155 -1.5301 2.3656
H 1.8030 -3.6557 3.5880
H 1.2668 -0.6235 -2.8583
H 2.6145 1.4132 -3.9339
H 4.8359 0.4306 -4.2817
H 5.6586 -1.3982 -2.8069
H 4.3144 -2.1291 -0.8659
S 0.6437 2.4321 -2.3109
C 1.0156 0.9876 -1.6723
```

natural (NBO) atomic charge list, values in e, 6 entries: 1.41 -0.32 -0.06 -0.27 -0.25 -0.27

***

Density functional theory data (ωB97M-V/def2-TZVPD) for a 6-piece molecular cluster, C21H34O9 overall in a non-equilibrium geometry.

relative energy (zero: lowest compared OMol25 entry of this formula, charge and spin)	0.00	kcal/mol
E_HOMO	-8.71	eV
SMILES	O=C1C=C(O)C(=O)C=C1O.CC(C)=O.CC(C)=O.CC(C)=O.CC(C)=O.CC(C)=O
energy	-40747.0041	eV
gap between HOMO and LUMO	6.958	eV
LUMO	-0.0644	Ha

Structure (XYZ):
```
64
C21H34O9 | OMol25 | ωB97M-V/def2-TZVPD
O 17.2510 15.0280 -0.4870
C 18.2830 15.0550 -1.0950
C 19.4580 15.7250 -0.5680
C 20.8400 15.6080 -1.2830
O 21.8960 16.4440 -0.9810
C 20.9640 14.7670 -2.4010
O 22.0530 14.6040 -2.9400
C 19.7840 14.0990 -3.0380
C 18.4000 14.3160 -2.3860
O 17.3180 13.8270 -2.9600
H 19.2210 16.4810 0.2480
H 21.4290 17.2170 -0.5550
H 20.0380 13.5980 -3.9400
H 16.6120 13.8300 -2.3580
C 12.0290 10.9670 3.4350
C 11.0160 9.8770 3.8000
C 11.1700 8.9050 4.9760
O 10.0710 9.7680 3.0150
H 12.7320 10.5100 2.9030
H 12.5200 11.3330 4.4600
H 11.6890 11.6300 2.7950
H 10.2690 8.2930 4.7470
H 11.3190 9.5920 5.9240
H 12.0760 8.2630 4.8720
C 16.2940 7.4810 5.5530
C 15.5870 8.7470 5.0320
C 16.2110 9.2670 3.6680
O 14.4950 9.1770 5.3490
H 17.2930 7.7050 5.6900
H 16.2450 6.6640 4.9120
H 15.6530 7.0890 6.3870
H 17.0600 9.8870 3.8870
H 15.5210 9.7900 3.2600
H 16.5780 8.4060 2.9600
C 10.9010 16.6950 2.4920
C 9.6190 16.9900 1.9060
C 8.4590 17.5680 2.6420
O 9.4230 16.6400 0.7470
H 11.0620 17.2470 3.4040
H 11.7570 17.0230 1.9170
H 11.0390 15.7660 2.7930
H 7.5350 17.6340 2.1200
H 8.5090 18.6440 3.0800
H 8.0150 16.9070 3.4870
C 14.9550 12.0080 0.8100
C 14.4080 13.2650 0.2260
C 13.7620 14.0750 1.2170
O 14.7580 13.6000 -0.8560
H 14.2290 11.1270 0.7890
H 15.5080 12.2000 1.9490
H 15.8870 11.8160 0.2210
H 13.1340 13.4820 2.0400
H 13.0170 14.7980 0.8330
H 14.4950 14.6380 1.6900
C 15.9020 12.2840 6.7910
C 15.4700 12.7160 5.4950
C 14.0490 13.2370 5.4840
O 16.1860 12.7170 4.4760
H 16.9860 12.0010 6.8720
H 15.5090 11.4290 7.0840
H 15.7500 13.0880 7.4720
H 14.3220 14.2660 5.7970
H 13.3360 12.8260 6.3230
H 13.4240 13.3600 4.7090
```

natural (NBO) atomic charge list, values in e, 6 entries: -0.52 0.42 -0.38 0.36 -0.61 0.38